Record 1
Density functional theory data (wB97M-V/def2-TZVPD) for a structure of composition C14H38FN3O4Pd in a non-equilibrium geometry.

Structure (XYZ):
```
61
Properties=species:S:1:pos:R:3:nbo_charge:R:1
Pd 0.836 -0.131 -0.432 0.833
F 3.191 -1.253 0.912 -0.882
C -4.330 2.255 -1.272 -0.637
C -3.059 2.101 -2.154 -0.157
O -2.270 1.029 -1.732 -0.265
H -5.073 2.937 -1.685 0.213
H -4.062 2.717 -0.321 0.212
H -4.862 1.323 -1.080 0.220
H -2.599 3.085 -2.236 0.187
H -3.343 2.001 -3.201 0.232
C 4.427 1.783 -4.094 -0.641
C 3.563 1.583 -2.819 -0.091
C 2.914 2.867 -2.374 -0.057
O 2.092 2.754 -1.195 -0.553
C 1.733 3.976 -0.573 -0.243
N 2.414 0.680 -3.018 -0.814
H 3.785 1.757 -4.974 0.200
H 5.116 0.986 -4.375 0.224
H 5.138 2.600 -3.970 0.222
H 4.253 1.109 -2.122 0.222
H 2.232 3.182 -3.163 0.151
H 3.636 3.678 -2.276 0.176
H 0.978 4.375 -1.250 0.164
H 2.572 4.667 -0.491 0.168
H 1.397 3.758 0.440 0.202
H 2.009 1.161 -3.808 0.336
H 2.792 -0.150 -3.451 0.359
C -2.199 0.827 3.761 -0.616
C -0.968 1.795 3.774 -0.071
C -0.606 2.186 5.230 -0.085
O 0.349 3.270 5.256 -0.558
C 0.724 3.599 6.573 -0.245
N 0.062 1.065 3.090 -0.809
H -1.902 -0.151 4.141 0.202
H -2.714 0.683 2.811 0.221
H -2.964 1.145 4.469 0.200
H -1.153 2.656 3.133 0.195
H -0.144 1.328 5.718 0.174
H -1.519 2.618 5.641 0.173
H -0.234 3.932 6.972 0.163
H 1.535 4.324 6.645 0.200
H 0.961 2.704 7.149 0.162
H 0.874 1.616 3.329 0.357
H 0.288 0.260 3.657 0.345
C -2.131 -3.978 0.042 -0.613
C -0.873 -4.651 -0.623 -0.066
C -1.150 -5.854 -1.568 -0.087
O 0.174 -6.247 -2.134 -0.557
C 0.082 -7.388 -2.923 -0.243
N -0.310 -3.503 -1.355 -0.814
H -1.869 -3.095 0.626 0.232
H -2.618 -4.692 0.707 0.202
H -2.861 -3.820 -0.752 0.195
H -0.171 -5.022 0.124 0.205
H -1.835 -5.674 -2.396 0.165
H -1.613 -6.597 -0.918 0.177
H -0.713 -8.060 -2.600 0.163
H 1.038 -7.899 -3.038 0.198
H -0.336 -6.987 -3.846 0.160
H -1.037 -3.258 -2.011 0.331
H 0.351 -3.963 -1.966 0.363
```

2S+1: 3
<S²>: 2.0084
HOMO-LUMO gap (alpha / beta): 0.2848 / 0.2030 Eh
relative energy (zero: lowest compared OMol25 entry of this formula, charge and spin): 700.7 kJ/mol


Record 2
Density functional theory data (wB97M-V/def2-TZVPD) for a structure of composition C14H38KNO15S3V in a non-equilibrium geometry.

Structure (XYZ):
```
73
Properties=species:S:1:pos:R:3:mulliken_charge:R:1
K -6.238 -3.914 4.236 0.978
O 1.457 -5.321 5.279 -0.535
V -0.104 -5.382 5.615 1.640
O -0.358 -4.850 7.090 -0.572
C -0.454 -2.559 1.099 -1.250
C -1.505 -2.292 2.146 0.613
C -2.612 -1.431 1.470 -1.207
O -1.897 -3.439 2.766 -0.752
H -0.800 -3.219 0.304 0.334
H 0.409 -3.048 1.551 0.279
H -0.203 -1.637 0.575 0.337
H -0.949 -1.803 2.946 0.174
H -2.996 -1.917 0.573 0.329
H -2.207 -0.467 1.163 0.357
H -3.319 -1.158 2.253 0.269
C -9.219 0.265 2.788 -0.464
O -8.212 -0.558 2.234 -0.516
H -10.207 -0.062 2.465 0.260
H -9.187 0.110 3.866 0.187
H -9.071 1.306 2.498 0.228
H -8.392 -0.901 1.356 0.310
O 2.247 9.066 3.186 -0.580
S 0.907 8.386 3.304 1.072
O -0.208 8.593 2.377 -0.591
O 1.294 6.745 3.186 -0.325
C 0.458 5.877 2.420 -0.199
C 1.011 4.437 2.499 -1.127
C 0.312 8.448 5.010 -0.814
H 0.418 6.225 1.388 0.300
H -0.514 5.997 2.898 0.327
H 2.050 4.526 2.181 0.324
H 0.606 3.885 1.651 0.340
H 1.008 3.939 3.469 0.305
H -0.546 7.785 5.118 0.294
H 0.084 9.510 5.103 0.357
H 1.164 8.094 5.591 0.315
O 5.262 -2.305 -5.233 -0.563
S 4.901 -3.351 -4.302 1.089
O 4.264 -3.102 -2.996 -0.587
O 4.019 -4.490 -5.091 -0.288
C 3.304 -5.420 -4.251 -0.205
C 2.329 -6.229 -5.138 -1.160
C 6.472 -4.370 -4.121 -0.902
H 2.680 -4.944 -3.495 0.312
H 3.918 -6.014 -3.573 0.333
H 1.741 -6.888 -4.499 0.368
H 2.903 -6.815 -5.856 0.314
H 1.691 -5.510 -5.650 0.297
H 6.241 -5.073 -3.321 0.309
H 7.261 -3.634 -3.964 0.374
H 6.689 -4.891 -5.053 0.307
O -2.434 0.740 -6.693 -0.577
S -1.992 0.658 -5.278 1.112
O -0.676 0.167 -4.824 -0.560
O -2.242 2.189 -4.600 -0.336
C -2.008 2.354 -3.178 -0.446
C -3.362 2.830 -2.541 -0.933
C -3.324 -0.204 -4.378 -0.844
H -1.225 3.106 -3.274 0.329
H -1.619 1.458 -2.694 0.414
H -4.041 1.980 -2.597 0.229
H -3.756 3.597 -3.207 0.316
H -3.266 3.156 -1.505 0.345
H -2.998 -0.128 -3.341 0.271
H -3.163 -1.183 -4.830 0.401
H -4.237 0.245 -4.768 0.279
C 5.601 -1.228 2.490 -0.681
N 6.618 -0.688 3.487 0.822
O 7.760 -0.488 3.066 -0.487
O 6.352 -0.616 4.689 -0.506
H 4.946 -1.893 3.053 0.286
H 6.142 -1.835 1.765 0.299
H 5.023 -0.419 2.043 0.268
```

net charge: +1
HOMO-LUMO gap: 0.1515 Eh
relative energy (zero: lowest compared OMol25 entry of this formula, charge and spin): 421.0 kJ/mol


Record 3
Density functional theory data (wB97M-V/def2-TZVPD) for a cluster of 4 separate species, C14H38N6O6 in total in a non-equilibrium geometry.

Structure (XYZ):
```
64
Properties=species:S:1:pos:R:3:nbo_charge:R:1
C -1.433 -1.823 0.587 0.731
O -2.659 -2.022 0.563 -0.732
N -0.859 -1.589 -0.498 -0.814
N -0.816 -2.029 1.728 -0.858
H -1.402 -1.582 -1.346 0.418
H 0.155 -1.631 -0.596 0.412
H -1.287 -2.455 2.469 0.410
H 0.185 -1.842 1.839 0.393
C 2.281 -1.414 0.849 0.749
O 2.061 -1.114 -0.296 -0.713
N 3.306 -2.066 1.166 -0.778
N 1.636 -0.900 1.867 -0.880
H 3.807 -2.527 0.445 0.413
H 3.278 -2.397 2.145 0.382
H 1.069 -0.053 1.651 0.457
H 1.869 -1.110 2.896 0.407
C -6.408 -0.394 2.866 -0.202
O -5.446 0.303 2.616 -0.522
C -4.260 -0.197 3.245 -0.082
C -3.138 0.841 2.991 -0.240
N -1.778 0.329 3.279 -0.645
C -0.705 1.304 3.043 -0.245
C -0.471 1.678 1.609 -0.113
O 0.922 1.845 1.619 -0.562
C 1.508 2.107 0.361 -0.260
H -6.271 -1.205 2.119 0.139
H -7.299 0.294 2.687 0.175
H -6.398 -0.965 3.836 0.139
H -4.044 -1.080 2.723 0.188
H -4.326 -0.499 4.307 0.171
H -3.413 1.786 3.359 0.195
H -3.096 0.947 1.923 0.169
H -1.624 -0.359 2.545 0.374
H 0.186 0.742 3.382 0.189
H -0.591 2.202 3.754 0.213
H -1.000 2.552 1.213 0.188
H -0.837 0.867 0.893 0.167
H 1.094 2.957 -0.069 0.178
H 1.330 1.215 -0.337 0.186
H 2.599 2.276 0.519 0.194
C -2.064 -1.380 -4.320 -0.198
O -0.886 -1.160 -4.627 -0.521
C 0.115 -1.113 -3.569 -0.102
C 1.385 -0.768 -4.245 -0.222
N 2.559 -0.517 -3.394 -0.638
C 2.638 0.827 -2.855 -0.231
C 3.755 1.175 -1.919 -0.059
O 3.697 2.564 -1.791 -0.543
C 4.706 3.027 -0.924 -0.251
H -2.633 -1.548 -5.213 0.181
H -2.462 -0.600 -3.752 0.145
H -2.007 -2.358 -3.795 0.130
H 0.300 -2.008 -3.001 0.163
H -0.056 -0.344 -2.814 0.168
H 1.069 0.225 -4.810 0.191
H 1.602 -1.473 -5.044 0.201
H 2.620 -1.278 -2.720 0.370
H 1.681 1.092 -2.408 0.166
H 2.834 1.549 -3.611 0.203
H 4.790 0.855 -2.151 0.167
H 3.619 0.787 -0.925 0.162
H 4.470 2.889 0.142 0.160
H 4.929 4.102 -1.106 0.197
H 5.641 2.486 -1.123 0.167
```

SMILES string: COCCNCCOC.COCCNCCOC.NC(N)=O.NC(N)=O
HOMO-LUMO gap: 0.3203 Eh
relative energy (zero: lowest compared OMol25 entry of this formula, charge and spin): 437.2 kJ/mol


Record 4
Density functional theory data (wB97M-V/def2-TZVPD) for a cluster of 6 separate species, C14H38N7O6S5 in total in a non-equilibrium geometry.

Structure (XYZ):
```
70
Properties=species:S:1:pos:R:3:nbo_charge:R:1
N 5.532 -0.104 -0.004 -0.283
C 5.124 0.909 -0.270 0.484
O 4.515 2.093 -0.578 -0.265
N 3.192 1.770 -0.824 0.072
C 2.881 1.077 -1.940 0.238
N 1.556 0.840 -1.960 -0.446
C 1.094 1.455 -0.779 0.566
N -0.165 1.421 -0.446 -0.197
N -0.493 2.102 0.718 -0.668
C -1.103 0.722 -1.363 -0.096
N -2.479 0.662 -0.887 -0.850
N 2.101 2.056 -0.078 -0.395
H 3.546 0.730 -2.747 0.270
H -1.406 1.841 1.085 0.414
H -0.433 3.117 0.567 0.393
H -0.733 -0.346 -1.464 0.283
H -1.108 1.147 -2.399 0.191
H -2.865 -0.227 -1.205 0.401
H -2.999 1.423 -1.323 0.372
H 2.069 2.591 0.789 0.488
C -1.317 -3.020 -4.973 -0.824
S -1.060 -1.399 -4.233 1.252
O -1.291 -1.537 -2.763 -1.019
C -2.528 -0.627 -4.922 -0.842
H -0.521 -3.682 -4.634 0.247
H -2.281 -3.422 -4.660 0.235
H -1.277 -2.933 -6.059 0.234
H -3.417 -1.177 -4.608 0.220
H -2.458 -0.612 -6.010 0.234
H -2.585 0.393 -4.550 0.276
C 2.539 6.720 0.070 -0.830
S 0.851 6.736 0.695 1.267
O 0.471 5.321 0.991 -1.028
C 0.075 7.186 -0.865 -0.828
H 3.202 6.422 0.881 0.243
H 2.625 6.007 -0.751 0.220
H 2.811 7.720 -0.270 0.244
H 0.315 6.443 -1.627 0.227
H 0.425 8.171 -1.175 0.241
H -1.003 7.216 -0.715 0.248
C 3.596 -1.919 1.995 -0.841
S 3.679 -3.591 2.666 1.256
O 2.402 -4.272 2.316 -0.985
C 3.575 -3.108 4.395 -0.841
H 3.608 -1.984 0.907 0.231
H 2.673 -1.433 2.320 0.219
H 4.462 -1.348 2.332 0.229
H 2.655 -2.547 4.571 0.223
H 4.442 -2.500 4.658 0.228
H 3.571 -4.010 5.005 0.273
C 1.689 -6.995 6.414 -0.831
S 1.885 -5.310 7.019 1.244
O 3.348 -5.030 7.089 -0.992
C 1.319 -5.643 8.695 -0.829
H 2.025 -7.028 5.379 0.247
H 2.291 -7.677 7.015 0.233
H 0.637 -7.277 6.462 0.230
H 1.944 -6.411 9.153 0.234
H 0.279 -5.969 8.669 0.230
H 1.395 -4.722 9.272 0.241
C -6.705 2.172 -3.106 -0.825
S -5.507 0.911 -3.571 1.243
O -4.229 1.614 -3.893 -1.012
C -6.291 0.472 -5.131 -0.828
H -6.387 2.615 -2.163 0.242
H -6.747 2.945 -3.874 0.237
H -7.685 1.712 -2.977 0.238
H -6.360 1.351 -5.773 0.238
H -7.284 0.067 -4.938 0.240
H -5.681 -0.287 -5.621 0.238
```

net charge: +1
HOMO-LUMO gap: 0.2713 Eh